A structure of composition C6H12MgN2OP. Source: the OMol25 dataset; level of theory: wB97M-V/def2-TZVPD.

Structure (XYZ):
```
23
Properties=species:S:1:pos:R:3:forces:R:3:mulliken_charge:R:1
P 0.646 -2.164 -0.872 0.90 1.17 -0.05 -0.13
Mg 0.281 0.599 0.246 -0.19 -1.31 -0.53 -0.65
O -0.559 -0.543 1.413 -1.86 -1.85 3.30 0.31
N -2.562 -1.228 2.243 -0.70 -0.40 0.21 -0.31
N -0.681 -1.267 3.549 0.23 -0.32 1.02 -0.36
C 0.490 2.678 -0.338 -1.11 1.64 0.30 0.12
C -0.009 -0.351 -1.589 -1.22 0.92 -0.72 -0.58
C 0.975 0.656 -1.866 0.11 -0.33 -2.12 -0.45
C 1.323 1.864 -1.199 1.02 -1.48 -0.32 -0.29
C -0.730 2.277 0.096 -0.92 -0.08 0.31 -1.22
C -1.242 -1.019 2.356 1.66 1.52 -2.31 0.50
H 1.187 -2.914 0.227 0.38 -1.47 0.79 0.02
H -0.550 -2.854 -0.664 -0.57 0.40 -0.22 -0.01
H -1.227 -1.698 4.278 0.33 0.12 0.01 0.17
H 1.683 0.343 -2.668 0.18 0.73 0.37 0.23
H -3.078 -0.992 1.403 0.54 -0.08 0.25 0.24
H 0.876 3.685 -0.149 0.24 0.27 -0.26 0.28
H 2.287 2.298 -1.438 0.08 -0.06 -0.18 0.17
H -1.488 2.865 0.584 0.35 1.08 0.25 0.23
H 0.297 -1.049 3.708 -0.52 -0.21 -0.27 0.21
H -0.903 -0.521 -2.257 1.12 -0.14 0.59 0.33
H 1.129 -3.101 -1.828 0.15 -0.25 -0.07 0.04
H -3.030 -1.668 3.019 -0.22 0.13 -0.36 0.16
```
Positions in Å, forces in eV/Å.

Results
DFT total energy   -26171.438 eV
Energy above the lowest of the compared OMol25 structures with the same formula, charge and spin   64.42 kJ/mol
Maximum force   4.22 eV/A
Total charge   -1
HOMO-LUMO gap (spin up / spin down)   2.444 / 2.517 eV
E_HOMO (spin up / spin down)   -0.05 / -0.16 eV
LUMO energy (spin up / spin down)   2.39 / 2.36 eV

The ion C6H12N with charge +1. Source: the OMol25 dataset; level of theory: wB97M-V/def2-TZVPD.

Structure (XYZ):
```
19
Properties=species:S:1:pos:R:3:forces:R:3:mulliken_charge:R:1
N 0.085 0.194 -0.925 0.11 2.94 -1.70 -0.20
C -2.011 -1.244 -0.552 0.27 2.31 1.31 -1.32
C 2.281 -0.664 0.007 1.52 1.62 -0.11 -1.50
C -0.019 1.786 1.315 -1.91 -0.13 0.64 -1.15
C -1.320 0.151 -0.366 -0.35 -1.80 -0.98 0.06
C 0.815 -0.677 -0.051 -2.16 0.31 0.51 0.18
C -0.253 0.510 0.564 2.69 -2.05 -1.42 0.53
H 0.426 0.696 -1.797 -0.60 -0.27 1.78 0.33
H 2.735 0.305 -0.110 -0.33 1.12 0.07 0.36
H -0.860 2.482 0.961 1.81 -0.32 0.11 0.33
H -1.949 0.959 -0.715 0.22 0.40 -0.08 0.48
H -1.864 -1.499 -1.592 -0.06 -0.61 0.02 0.34
H -1.624 -1.884 0.228 0.12 -0.74 -0.41 0.39
H -0.408 1.586 2.348 0.69 -0.03 -0.59 0.36
H 2.854 -1.011 0.854 -0.80 -0.71 0.62 0.37
H 0.424 -1.629 -0.391 -0.12 -0.75 1.66 0.33
H 1.027 2.150 1.386 -0.92 -0.10 -0.38 0.34
H 2.724 -1.126 -0.844 -0.09 -1.05 -0.79 0.39
H -3.063 -1.087 -0.320 -0.09 -0.16 -0.27 0.40
```
Positions in Å, forces in eV/Å.

Results
DFT total energy   -7896.777 eV
Energy above the lowest of the compared OMol25 structures with the same formula, charge and spin   316.88 kJ/mol
Maximum force   3.66 eV/A
Total charge   +1
SMILES   C[C@@H]1[N@H+]2[C@@H](C)[C@@]12C
HOMO-LUMO gap   12.227 eV
E_HOMO   -15.06 eV
LUMO energy   -2.83 eV

The ion C6H12N with charge +1. Source: the OMol25 dataset; level of theory: wB97M-V/def2-TZVPD.

Structure (XYZ):
```
19
Properties=species:S:1:pos:R:3:forces:R:3:mulliken_charge:R:1
N -0.007 0.476 -1.200 0.69 1.78 -2.70 -0.18
C 0.370 0.719 0.167 0.17 -0.88 2.35 0.13
C 1.593 0.903 1.078 -0.20 0.13 -2.83 -1.30
C -0.396 1.780 -0.560 -0.23 -2.49 1.51 -0.53
C 0.479 -1.867 -0.361 -4.39 -0.21 -1.61 -1.33
C -0.368 -0.567 -0.137 1.61 0.69 -0.63 1.17
C -1.759 -0.721 0.339 -1.02 4.19 -1.12 -1.19
H -0.370 -2.439 -0.956 1.88 0.41 1.16 0.34
H 1.973 0.023 1.559 -0.17 -0.64 0.01 0.37
H -1.603 -1.222 1.194 0.17 -2.12 3.35 0.42
H 1.195 1.576 1.787 0.13 0.90 1.01 0.38
H 0.479 0.564 -2.115 -0.01 -0.99 0.91 0.30
H 0.182 2.653 -0.665 0.96 0.74 -1.05 0.32
H 0.687 -2.459 0.512 0.16 0.13 0.46 0.38
H -2.526 -1.207 -0.218 -0.11 -0.44 -0.86 0.37
H -2.156 0.312 0.701 0.48 -1.81 -0.79 0.32
H 2.396 1.341 0.466 -0.10 0.18 0.59 0.35
H 1.269 -1.820 -1.073 0.90 0.49 -0.11 0.40
H -1.438 1.953 -0.518 -0.94 -0.06 0.36 0.29
```
Positions in Å, forces in eV/Å.

Results
DFT total energy   -7896.893 eV
Energy above the lowest of the compared OMol25 structures with the same formula, charge and spin   305.68 kJ/mol
Maximum force   4.68 eV/A
Total charge   +1
SMILES   CC1(C)[N@H+]2C[C@]21C
HOMO-LUMO gap   12.819 eV
E_HOMO   -15.68 eV
LUMO energy   -2.86 eV

Q: Which of these has the lowest maximum force?
A: number 2